1.
The following is a DFT calculation (ωB97M-V/def2-TZVPD) of C38H62BClDyN10 as an isolated structure.

Atoms and positions in Å:
Dy  -1.09507  0.26501  -0.32189
C  4.30120  0.05256  1.43784
C  3.07145  0.87191  1.11874
C  2.80663  2.20367  1.42911
C  1.45327  2.43634  1.14000
N  0.97776  1.36732  0.54884
N  1.94427  0.40238  0.56661
B  1.53234  -0.86560  -0.15535
N  2.23807  -2.07075  0.49623
N  1.78786  -2.35898  1.76418
C  2.37675  -3.46457  2.16147
C  3.23041  -3.97160  1.08935
C  3.09743  -2.99826  0.09421
C  3.72386  -3.08130  -1.25928
C  1.90629  -4.09668  3.45301
C  2.94910  -4.77891  4.33132
C  1.10813  -3.12429  4.35643
C  0.87157  -5.17788  3.03976
N  1.24471  -0.56352  -1.66088
N  0.02458  -1.06671  -2.12420
C  0.02065  -0.93580  -3.44492
C  1.25414  -0.40084  -3.91381
C  1.94292  -0.09801  -2.74491
C  3.30979  0.54416  -2.67138
C  -1.11418  -1.51359  -4.24242
C  -1.33697  -0.63842  -5.47661
C  -2.36837  -1.61697  -3.39613
C  -0.68662  -2.88024  -4.76422
C  0.79201  3.78470  1.20875
C  1.47447  4.65160  0.10912
C  1.08225  4.38466  2.57701
C  -0.71571  3.81520  1.04126
H  5.06320  0.67575  1.93145
H  4.12323  -0.80364  2.06428
H  4.80793  -0.47846  0.61772
H  3.45787  2.91840  1.85296
H  0.42485  -1.24383  0.21797
H  3.87374  -4.84212  1.07658
H  4.08059  -4.08744  -1.38871
H  2.94756  -2.92434  -2.02303
H  4.44095  -2.26596  -1.38423
H  3.70209  -4.11707  4.73175
H  2.52107  -5.37394  5.14539
H  3.45018  -5.52257  3.73123
H  1.75032  -2.36694  4.83928
H  0.21506  -2.66180  3.85995
H  0.73521  -3.69432  5.16303
H  1.26495  -5.81001  2.26284
H  0.64456  -5.75365  3.93127
H  -0.13451  -4.79928  2.73003
H  1.52793  -0.17049  -4.87594
H  3.92225  0.34490  -3.56058
H  3.29505  1.58948  -2.61624
H  3.84053  0.27191  -1.75851
H  -1.40260  0.44577  -5.27795
H  -0.46432  -0.72982  -6.19023
H  -2.27475  -0.94101  -5.92313
H  -2.90424  -0.68733  -3.07659
H  -3.04610  -2.12468  -4.00755
H  -2.22678  -2.17227  -2.50081
H  0.14541  -2.90162  -5.43960
H  -0.41651  -3.52216  -3.90391
H  -1.54900  -3.36013  -5.14744
H  2.57066  4.65977  0.28763
H  1.26739  4.26582  -0.88452
H  1.09250  5.63699  0.24566
H  2.19033  4.53536  2.75351
H  0.65713  5.39312  2.61723
H  0.73129  3.75996  3.39056
H  -0.96118  3.49638  0.03425
H  -1.27549  3.30753  1.87696
H  -1.06829  4.82781  1.14539
N  -1.29435  0.10358  2.32787
C  -1.40010  1.10087  3.37766
C  -2.87929  1.54416  3.70921
C  -3.79482  1.96763  2.53284
C  -4.27949  0.86300  1.58366
N  -3.58471  0.99499  0.29217
H  -2.06644  -0.59872  2.50948
H  -0.43300  -0.44131  2.45249
H  -0.80220  1.93457  3.16398
H  -1.03638  0.68235  4.33311
H  -2.88559  2.38205  4.46539
H  -3.43621  0.75961  4.24800
H  -3.19963  2.72366  1.92725
H  -4.58441  2.50032  3.03575
H  -5.34786  0.96748  1.40133
H  -4.10164  -0.14434  1.98431
H  -3.58711  2.01017  0.10463
H  -4.00781  0.59498  -0.51327
N  -1.30185  -3.15187  -0.14235
C  -2.16513  -4.17749  -0.35539
C  -3.44463  -3.71043  -0.34247
C  -3.27893  -2.37898  -0.02781
N  -1.98864  -2.03344  0.12993
H  -0.30864  -3.13870  0.02825
H  -1.82265  -5.14853  -0.65917
H  -4.31293  -4.30301  -0.59960
H  -4.00145  -1.63474  0.16278
Cl  -0.39434  7.57316  -2.31595
C  -0.81132  5.92686  -2.31160
C  0.08522  4.97134  -2.86931
C  -0.34313  3.63349  -2.83957
C  -1.58437  3.20055  -2.29958
C  -1.84308  1.74586  -2.18739
C  -2.46556  4.19285  -1.83623
C  -2.04781  5.51911  -1.83775
H  0.95539  5.29386  -3.43635
H  0.28252  2.86232  -3.21439
H  -1.55762  1.19104  -3.08879
H  -2.88109  1.45165  -2.15165
H  -3.51733  4.02134  -1.49232
H  -2.75660  6.29808  -1.58435

Output
net charge = +1
total energy = -3402.75579 Ha
gap between HOMO and LUMO (alpha / beta) = 7.7 / 7.6 eV
HOMO energy (alpha / beta) = -9.59 / -9.57 eV
LUMO energy (alpha / beta) = -1.912 / -1.920 eV
multiplicity = 6

***

2.
The following is a DFT calculation (ωB97M-V/def2-TZVPD) of a 2-piece molecular cluster, C3H8FISi overall.

Atoms and positions in Å:
C  0.26108  -1.63525  1.10875
C  -1.42859  0.81402  -0.87536
C  2.42410  1.47803  0.20879
F  -1.47690  0.40475  1.84483
Si  -0.48072  -0.00504  0.61884
I  3.86530  0.02241  0.21143
H  -0.21844  -2.57356  1.23724
H  1.24760  -1.90799  0.49326
H  0.70217  -1.52080  2.00677
H  -2.44493  1.22044  -0.52068
H  -0.71890  1.52030  -1.29407
H  -1.61087  0.06664  -1.55737
H  2.34804  2.17721  1.10547
H  2.23173  2.05110  -0.70306

Output
total energy = -806.07340 Ha
gap between HOMO and LUMO (alpha / beta) = 6.8 / 7.8 eV
ΔE to the lowest compared entry with this formula, charge and spin = 90.6 kcal/mol
HOMO energy (alpha / beta) = -7.02 / -7.83 eV
LUMO energy (alpha / beta) = -0.240 / -0.034 eV

***

3.
The following is a DFT calculation (ωB97M-V/def2-TZVPD) of C21H26N3NaO9S3 as an isolated structure.

Atoms and positions in Å:
Na  -0.95208  2.05164  -0.85068
C  1.12911  -0.29701  -1.57719
O  0.85910  0.24723  -0.28824
C  0.60413  -0.73301  0.68618
C  0.84071  -0.15865  2.06810
O  -0.09099  0.80175  2.52334
C  -1.38992  0.27801  2.75837
H  1.92827  -1.04897  -1.50682
H  1.48256  0.52655  -2.19721
H  0.23194  -0.75125  -2.01107
H  1.31547  -1.56339  0.56530
H  -0.40731  -1.15122  0.58157
H  1.80803  0.34496  2.04703
H  0.88293  -0.99429  2.78579
H  -1.33243  -0.63309  3.37543
H  -1.92634  0.05449  1.83448
H  -1.93966  1.04079  3.30870
S  3.33151  2.92154  -2.31095
C  2.65649  3.79386  -1.02882
N  1.75586  3.45724  -0.13232
C  1.49952  4.45267  0.79583
C  0.61776  4.33233  1.87288
C  0.45367  5.39765  2.74746
C  1.15665  6.59112  2.57172
C  2.04149  6.72657  1.50591
C  2.20661  5.65935  0.62947
S  3.24001  5.50365  -0.75192
H  0.06965  3.40340  1.99771
H  -0.23746  5.30409  3.57832
H  1.01466  7.41422  3.26367
H  2.58851  7.65108  1.35494
C  3.28784  -2.83891  0.59002
C  2.05952  -3.33889  -0.12736
C  1.05380  -4.00203  0.57674
C  -0.09016  -4.44869  -0.06453
C  -0.23692  -4.22048  -1.43161
C  0.75624  -3.57163  -2.14947
C  1.89979  -3.13977  -1.49224
S  -1.72287  -4.71377  -2.26375
O  -1.39013  -4.85881  -3.65262
O  -2.26500  -5.81779  -1.51399
N  -2.72356  -3.46120  -2.13757
C  -3.13988  -3.03290  -0.78278
C  -3.70033  -1.62010  -0.86050
C  -2.62309  -0.63424  -1.33420
O  -2.02671  -0.95279  -2.40052
O  -2.36278  0.31732  -0.55431
H  3.76666  -3.64520  1.15018
H  3.02780  -2.05047  1.30216
H  4.01538  -2.42774  -0.11133
H  1.16544  -4.15616  1.64527
H  -0.86669  -4.98185  0.47034
H  0.61432  -3.39113  -3.20982
H  2.66895  -2.61604  -2.04842
H  -2.38451  -2.62302  -2.65023
H  -2.29166  -3.01174  -0.09103
H  -3.87005  -3.74082  -0.39300
H  -4.03950  -1.31763  0.12831
H  -4.54600  -1.58548  -1.55245
O  -3.45932  4.36426  -1.64921
N  -2.37924  3.82512  -1.31326
O  -1.50715  3.50228  -2.18830
O  -2.12864  3.56699  -0.08751

Output
net charge = -2
total energy = -3014.15590 Ha
gap between HOMO and LUMO = 5.7 eV
ΔE to the lowest compared entry with this formula, charge and spin = 37.8 kcal/mol
HOMO energy = -1.76 eV
LUMO energy = 3.946 eV